2 unconnected molecules or ions with the total composition C2H4Cl4, computed with ωB97M-V/def2-TZVPD.

Output
* ΔE to the lowest compared entry with this formula, charge and spin: 8.11 kcal per mole
* lowest unoccupied orbital energy: 0.640 eV

```
! RIJCOSX wB97M-V def2-TZVPD def2/J DEFGRID3
* xyz 0 1
Cl -0.22967 2.35270 2.59885
C -0.00610 1.70149 0.91962
Cl 0.49316 2.86411 -0.24408
H 0.75934 0.87307 0.87320
H -0.88109 1.18319 0.60030
Cl -0.39800 -0.38986 -1.80086
C 0.13508 -1.85390 -1.01933
Cl -1.08117 -2.44478 0.10373
H 0.28944 -2.64983 -1.71891
H 0.91899 -1.63620 -0.31251
*
```


10 unconnected molecules or ions with the total composition C75H185N20O10P5, computed with ωB97M-V/def2-TZVPD.

Output
* ΔE to the lowest compared entry with this formula, charge and spin: 0.00 kcal per mole
* lowest unoccupied orbital energy: 0.341 eV

```
! RIJCOSX wB97M-V def2-TZVPD def2/J DEFGRID3
* xyz 0 1
C -2.95406 4.52761 -5.31950
N -4.25596 4.12591 -5.76842
C -5.15661 5.33422 -5.90497
P -4.48020 2.84012 -6.75965
O -4.06932 2.95112 -8.19264
N -3.53006 1.67777 -6.04142
C -3.69946 1.30640 -4.63669
C -2.83320 0.68825 -6.82797
N -6.19955 2.58329 -6.73082
C -6.78741 1.95418 -7.89906
C -6.84999 2.22363 -5.44205
H -2.31676 3.67416 -5.02394
H -2.92231 5.19171 -4.44538
H -2.58626 5.08302 -6.24328
H -5.24545 5.80214 -4.94005
H -6.19286 5.15657 -6.15503
H -4.76259 6.00301 -6.67563
H -4.06955 0.27302 -4.61872
H -2.70854 1.33149 -4.16304
H -4.36495 2.00261 -4.12949
H -2.53750 1.23231 -7.68010
H -1.98769 0.40903 -6.23578
H -3.42964 -0.19494 -7.09395
H -6.06947 2.04365 -8.77037
H -6.96201 0.88885 -7.70366
H -7.83064 2.27875 -8.12006
H -7.91726 2.35551 -5.61054
H -6.53007 2.76697 -4.57294
H -6.65727 1.16095 -5.20871
C 9.05534 -2.92780 -0.16835
N 8.13688 -2.46202 0.83256
C 7.38558 -3.58271 1.32602
P 7.30072 -1.04291 0.46207
O 6.23696 -1.05383 -0.59538
N 6.59087 -0.62570 1.90913
C 5.34661 0.14759 1.94307
C 7.33989 -0.50354 3.16867
N 8.57345 0.03350 0.08959
C 8.50306 0.85646 -1.12266
C 9.71588 0.25098 0.99574
H 9.25922 -2.09339 -0.88792
H 8.55936 -3.75299 -0.65569
H 9.99686 -3.26430 0.15776
H 6.68381 -3.19371 2.01867
H 8.04846 -4.33551 1.78443
H 6.81833 -4.00818 0.47180
H 4.75458 -0.23789 2.81944
H 5.47084 1.23152 2.12583
H 4.79102 -0.09247 1.03144
H 6.60246 -0.55190 4.01156
H 8.04207 -1.31020 3.25179
H 7.90638 0.47221 3.29106
H 9.22870 0.52024 -1.90227
H 7.46908 0.79500 -1.51464
H 8.71274 1.95473 -0.86042
H 10.59383 0.60035 0.41780
H 9.99143 -0.70681 1.41998
H 9.55593 1.00528 1.75697
C -0.95281 -2.97001 -3.48003
N -2.07320 -3.01862 -2.50881
C -3.24735 -2.18604 -2.74997
P -2.43402 -4.66242 -2.19539
O -3.11702 -5.39707 -3.24038
N -0.91419 -5.31586 -2.04683
C 0.00354 -4.85304 -0.99585
C -0.41834 -6.34846 -2.94380
N -3.06974 -4.71355 -0.69486
C -2.83616 -3.72940 0.36877
C -3.36111 -6.11127 -0.18226
H -0.96286 -2.03401 -4.01762
H -0.80676 -3.75718 -4.27205
H -0.01161 -2.96418 -2.93897
H -3.97201 -2.69852 -3.36158
H -2.97130 -1.20154 -3.03031
H -3.77498 -2.14696 -1.81964
H 0.18564 -5.66283 -0.30496
H 1.00064 -4.51352 -1.35248
H -0.31789 -3.98144 -0.43549
H 0.32607 -6.92383 -2.33021
H -1.21231 -6.99818 -3.29194
H 0.13664 -5.96992 -3.81989
H -2.18531 -4.15914 1.10597
H -2.32099 -2.84361 0.02103
H -3.72027 -3.47782 0.93715
H -2.83280 -6.26618 0.72648
H -3.09767 -6.87337 -0.93026
H -4.42224 -6.33438 -0.07184
C 5.26551 -0.73399 -3.66999
N 3.89951 -1.15034 -3.40367
C 2.94180 -0.03780 -3.33497
P 3.46167 -2.70295 -3.37992
O 2.02718 -2.77806 -2.91114
N 3.97373 -3.29997 -4.92245
C 3.66454 -4.73572 -5.11109
C 3.70086 -2.45785 -6.08022
N 4.42141 -3.63974 -2.36979
C 4.09942 -3.59834 -0.98615
C 5.83315 -3.84223 -2.65161
H 5.73819 -0.47119 -2.72301
H 5.37578 -0.08077 -4.55235
H 5.77246 -1.64305 -3.89086
H 1.99443 -0.41618 -3.11536
H 2.80264 0.45422 -4.30496
H 3.15838 0.70448 -2.53898
H 4.21521 -5.09743 -6.01276
H 3.95979 -5.39961 -4.32326
H 2.59349 -4.84025 -5.25628
H 2.73517 -2.63996 -6.63365
H 3.54279 -1.39725 -5.95915
H 4.59788 -2.53007 -6.70271
H 4.37867 -4.55555 -0.62263
H 4.60316 -2.85093 -0.34306
H 3.04954 -3.44056 -0.89717
H 5.93641 -4.01527 -3.71298
H 6.17956 -4.76741 -2.11020
H 6.45896 -3.00995 -2.39737
C -6.26962 -0.27918 -1.80467
N -7.39984 0.46956 -1.18800
C -8.72437 0.12330 -1.73006
P -7.07494 2.13696 -0.98432
O -6.63053 2.86121 -2.19375
N -8.46455 2.78186 -0.38441
C -8.97344 4.01713 -0.97659
C -9.26293 2.37439 0.75491
N -5.88556 2.18430 0.22832
C -6.02947 1.35475 1.40592
C -5.25821 3.55145 0.44812
H -6.52698 -1.32644 -1.91407
H -5.35020 -0.21678 -1.18663
H -6.01618 0.10147 -2.86811
H -9.01238 -0.93681 -1.58734
H -8.68212 0.42922 -2.75487
H -9.38901 0.75195 -1.22844
H -9.04355 4.78594 -0.16354
H -8.21131 4.31304 -1.71346
H -10.00347 3.94601 -1.46573
H -9.11415 3.19037 1.57041
H -10.31976 2.47898 0.42564
H -9.00571 1.36572 1.08540
H -5.03483 1.03715 1.79901
H -6.56110 1.83017 2.23799
H -6.61105 0.43482 1.30036
H -4.66007 3.88778 -0.41700
H -4.62534 3.39013 1.30682
H -6.07063 4.24726 0.70530
C -2.66814 0.39039 -0.37179
C -1.36644 0.76004 0.17359
C -0.86743 2.01660 -0.57516
C -1.53210 1.12130 1.65970
C -0.24583 1.18181 2.44608
C 0.55141 -0.06194 2.17573
C 0.87183 -0.36561 0.68224
C 1.91981 0.53950 0.06810
C 1.39012 -1.75805 0.53573
N -0.46790 -0.42026 0.02398
O -0.24671 -0.50677 -1.41724
H -2.96791 -0.62904 -0.09446
H -3.45595 1.05489 0.01556
H -2.74031 0.38974 -1.44582
H 0.05085 2.36790 -0.13815
H -0.78143 1.90118 -1.67119
H -1.55022 2.84512 -0.33021
H -2.00568 2.09740 1.70861
H -2.10885 0.33005 2.16235
H 0.43023 2.02810 2.20867
H -0.48106 1.33151 3.51622
H 0.07380 -0.96825 2.61853
H 1.50448 -0.01415 2.73668
H 1.96677 1.49434 0.56782
H 1.65476 0.55668 -0.97968
H 2.89964 0.11875 0.03856
H 1.81923 -1.99953 -0.43007
H 0.58062 -2.48359 0.72674
H 2.08535 -1.86024 1.31213
H -0.26195 -1.42660 -1.70108
C 2.86822 3.42378 -3.13350
C 3.58917 4.10412 -1.92743
C 2.59482 4.86240 -1.02166
C 4.40270 2.99107 -1.31489
C 5.36992 3.47914 -0.25949
C 6.32227 4.50865 -0.92685
C 5.53186 5.67638 -1.55139
C 5.10951 6.67688 -0.45437
C 6.47567 6.49253 -2.45998
N 4.56988 5.10428 -2.50017
O 3.83693 6.13207 -3.11164
H 2.23867 4.09417 -3.67845
H 3.66024 3.03430 -3.80769
H 2.28931 2.53217 -2.78324
H 1.62330 4.47896 -1.03090
H 2.94920 4.92914 -0.00871
H 2.52533 5.90037 -1.41413
H 3.64994 2.39192 -0.80042
H 4.96582 2.32396 -1.99773
H 4.91468 4.01410 0.57160
H 6.04980 2.74621 0.15439
H 7.00369 4.01234 -1.63164
H 6.96519 4.79654 -0.01805
H 4.43922 7.50792 -0.77977
H 6.00019 7.16242 -0.00495
H 4.42475 6.26556 0.34218
H 6.81382 5.88439 -3.31404
H 7.32331 6.74104 -1.85965
H 6.02045 7.38681 -2.76982
H 4.22177 6.12506 -3.96554
C 1.91856 -2.52702 4.12166
C 2.72073 -3.52559 4.86502
C 3.64351 -2.81876 5.88399
C 1.81692 -4.50645 5.68806
C 0.90445 -5.36387 4.76058
C 1.70934 -6.14211 3.73210
C 2.91251 -5.38477 3.06712
C 4.03150 -6.35989 2.69661
C 2.40080 -4.79406 1.72099
N 3.54057 -4.35392 4.02218
O 4.54184 -3.57613 3.35620
H 2.55550 -1.77331 3.60337
H 1.18704 -2.96559 3.43110
H 1.31234 -1.93609 4.85872
H 3.08108 -2.15596 6.60322
H 4.35896 -3.51179 6.28881
H 4.34585 -2.17707 5.31308
H 2.38095 -5.26889 6.23118
H 1.16208 -3.96380 6.42604
H 0.49454 -6.10069 5.37196
H 0.19215 -4.67574 4.35606
H 1.10549 -6.57437 2.92885
H 2.13748 -6.98516 4.25968
H 3.67483 -7.27740 2.17110
H 4.61979 -6.58037 3.56631
H 4.70237 -5.78175 1.97364
H 3.21276 -4.15295 1.30905
H 1.46155 -4.21973 1.66813
H 2.35947 -5.66698 0.97361
H 4.08951 -3.02266 2.65052
C -2.23883 5.34944 5.12486
C -0.85596 4.81292 4.59631
C -0.45859 3.54346 5.46093
C -1.12107 4.33116 3.15035
C -1.00081 5.43540 2.12543
C 0.32525 6.15873 2.32392
C 0.41686 6.79447 3.69799
C 1.81640 7.38569 3.83800
C -0.50741 8.01148 3.79259
N 0.29224 5.73109 4.64579
O 0.50131 6.11088 5.95079
H -2.27534 5.85711 6.10515
H -2.67901 6.04323 4.44088
H -2.89609 4.51586 5.06099
H -1.09932 2.63657 5.37464
H 0.54802 3.28484 5.10927
H -0.34251 3.79354 6.52993
H -0.45739 3.49258 2.98709
H -2.09411 3.90835 3.01173
H -0.97526 4.91001 1.15100
H -1.81399 6.16266 2.06897
H 0.51260 6.89437 1.56475
H 1.17010 5.47888 2.10659
H 2.58593 6.56526 3.91531
H 1.74513 7.95137 4.78630
H 2.07317 8.05206 3.04335
H -0.40547 8.54307 4.72164
H -1.55536 7.68737 3.74336
H -0.39251 8.65695 2.93568
H -0.34138 6.30673 6.35325
C -6.36859 -3.12585 1.48790
C -5.82558 -3.20560 2.89992
C -6.74658 -2.39697 3.82475
C -5.92302 -4.72382 3.23297
C -5.04314 -5.10468 4.46167
C -3.63314 -4.59970 4.32452
C -3.57483 -3.11006 4.07921
C -3.99004 -2.32991 5.39152
C -2.09023 -2.76184 3.82048
N -4.36143 -2.83059 2.86661
O -4.26701 -1.39751 2.61222
H -7.44517 -3.20205 1.46017
H -6.19399 -2.20620 0.92942
H -5.88436 -3.88336 0.88111
H -7.76529 -2.36335 3.33981
H -6.84734 -2.79385 4.82483
H -6.41996 -1.34653 3.89502
H -6.95631 -5.04889 3.36504
H -5.54460 -5.32255 2.41731
H -5.52314 -4.77332 5.37853
H -5.10832 -6.19321 4.55689
H -3.07591 -5.13354 3.57028
H -3.07430 -4.76470 5.26733
H -4.24599 -1.33949 5.04396
H -3.24832 -2.15528 6.19729
H -4.87834 -2.81689 5.81311
H -1.63578 -3.22458 2.93210
H -1.54463 -2.81517 4.81205
H -2.10356 -1.66948 3.66836
H -4.08602 -1.42667 1.66797
*
```


3 unconnected molecules or ions with the total composition C3H14NO2, computed with ωB97M-V/def2-TZVPD.

Output
* ΔE to the lowest compared entry with this formula, charge and spin: 26.08 kcal per mole
* lowest unoccupied orbital energy: -3.180 eV

```
! RIJCOSX wB97M-V def2-TZVPD def2/J DEFGRID3
* xyz 1 1
C 1.56223 1.81128 0.35845
C 1.37242 0.55239 1.15617
N 0.33880 0.81445 2.20162
C 0.06108 -0.40954 3.02440
H 2.08510 2.66070 0.81825
H 2.07690 1.54531 -0.56693
H 0.59463 2.27655 0.08027
H 1.01331 -0.25619 0.52348
H 2.36814 0.23006 1.49934
H -0.52150 1.13160 1.76295
H 0.70375 1.59982 2.74241
H -0.92745 -0.35523 3.47360
H 0.82174 -0.46001 3.81333
H 0.21966 -1.29431 2.40262
H -2.10091 -2.17948 -6.49460
H -1.20821 -3.18118 -5.76306
O -1.66003 -2.33162 -5.66027
H -2.00244 0.37680 0.02672
H -0.94786 -0.03879 -1.04192
O -1.17686 -0.10911 -0.09467
*
```


no.,total energy (eV),strongest force on any atom (eV/A)
1,-52228.231,2.3
2,-177495.594,3.1
3,-8916.655,1.6